1.
Formula: C19H22BrN3O4SW
Source: OMol25
Level of theory: ωB97M-V/def2-TZVPD

## Properties
- E_tot: -4241.19792 Eh
- Charge: +2
- Frontier orbital gap (spin up / spin down): 6.11 / 6.08 eV

Last column: Mulliken charge in e.
Geometry (Å):
W (-1.100, 0.587, -0.181)  1.576
Br (-6.615, -4.707, -3.089)  -0.100
S (-0.461, -1.559, 0.555)  -0.397
O (-1.299, 2.434, -0.314)  -0.691
O (0.842, 1.145, 0.111)  -0.137
O (-2.679, -0.070, -0.674)  -0.606
O (-4.926, 0.063, -0.729)  -0.433
N (1.517, -1.058, 2.297)  0.198
N (-2.699, -3.488, -3.006)  -0.570
N (2.095, -2.264, 0.393)  0.124
C (0.802, 3.515, 0.032)  0.107
C (1.866, -2.539, -1.034)  -1.100
C (-5.072, -3.706, -2.743)  0.028
C (1.467, 2.262, 0.141)  1.536
C (-3.942, -1.840, -1.814)  0.685
C (2.945, 2.170, 0.287)  -1.673
C (1.519, 4.730, 0.120)  -0.689
C (-3.834, -4.154, -3.205)  -0.204
C (-1.241, 4.785, -0.329)  -0.584
C (-2.755, -2.351, -2.328)  -0.278
C (-0.587, 3.579, -0.195)  0.676
C (-5.134, -2.528, -2.034)  -0.636
C (-4.013, -0.588, -1.069)  0.314
C (0.486, -0.653, 3.263)  -1.046
C (1.219, -1.591, 1.126)  0.395
C (3.177, -3.059, 1.005)  -1.166
C (-0.509, 5.956, -0.231)  -0.398
C (0.873, 5.931, -0.005)  -0.945
C (2.887, -0.679, 2.666)  -1.303
H (-6.072, -2.145, -1.654)  0.553
H (3.268, 2.652, 1.212)  0.450
H (3.013, -3.159, 2.073)  0.400
H (3.528, -0.676, 1.791)  0.426
H (-1.017, 6.906, -0.332)  0.434
H (2.849, 0.326, 3.084)  0.436
H (-3.768, -5.085, -3.755)  0.408
H (-1.820, -1.822, -2.208)  0.513
H (3.437, 2.692, -0.536)  0.525
H (2.831, -2.763, -1.482)  0.422
H (-2.308, 4.793, -0.506)  0.510
H (3.142, -4.051, 0.558)  0.433
H (3.251, 1.128, 0.286)  0.190
H (1.426, 6.857, 0.066)  0.439
H (2.586, 4.715, 0.292)  0.437
H (-0.362, -1.329, 3.233)  0.414
H (0.926, -0.691, 4.257)  0.428
H (0.148, 0.366, 3.067)  0.335
H (4.157, -2.625, 0.815)  0.379
H (1.449, -1.668, -1.527)  0.378
H (3.299, -1.349, 3.419)  0.393
H (1.205, -3.395, -1.170)  0.407

2.
Formula: C19H22Cl2N2O4S2
Source: OMol25
Level of theory: ωB97M-V/def2-TZVPD

## Properties
- Relative energy (zero: lowest compared OMol25 entry of this formula, charge and spin): 15.8 kJ/mol
- SMILES string: COc1ccc(N(CC(=O)NCCSCc2ccccc2Cl)S(C)(=O)=O)cc1Cl
- E_tot: -2864.45589 Eh
- Charge: 0
- Frontier orbital gap: 8.53 eV

Last column: Mulliken charge in e.
Geometry (Å):
Cl (2.794, -1.468, -3.582)  -0.234
Cl (-1.215, -1.912, -2.230)  -0.171
S (1.432, 2.317, 0.125)  1.202
S (-3.923, 0.101, 1.100)  -0.161
O (1.113, 2.372, -1.262)  -0.561
O (-0.358, -0.454, 3.559)  -0.681
O (0.698, 3.182, 1.009)  -0.830
O (2.015, -3.868, -2.238)  -0.519
N (-1.056, 1.379, 2.422)  0.182
N (1.228, 0.781, 0.733)  0.242
C (1.250, -2.800, -0.180)  -0.632
C (1.058, -1.629, 0.533)  -1.017
C (-1.729, 2.527, -1.895)  -1.008
C (-3.231, 0.217, 2.782)  -0.664
C (-2.161, 1.708, -0.869)  0.000
C (-0.147, 0.470, 2.799)  0.370
C (1.792, -2.783, -1.459)  0.557
C (1.959, -0.363, -1.287)  -1.156
C (3.200, 2.662, 0.327)  -1.036
C (1.589, -5.126, -1.773)  -0.871
C (-2.023, 0.328, -0.939)  0.172
C (-2.518, -0.580, 0.147)  -0.648
C (-0.967, 0.608, -3.103)  -0.683
C (2.133, -1.535, -1.995)  0.324
C (-1.133, 1.977, -3.015)  -0.417
C (1.241, 0.708, 2.179)  -1.172
C (1.412, -0.397, -0.007)  1.221
C (-1.416, -0.200, -2.074)  0.777
C (-2.370, 1.452, 3.033)  -0.836
H (2.209, 0.572, -1.756)  0.367
H (0.958, -3.732, 0.275)  0.377
H (-0.496, 0.161, -3.965)  0.458
H (-2.247, 1.550, 4.120)  0.462
H (0.511, -5.137, -1.585)  0.330
H (-1.724, -0.805, 0.859)  -0.310
H (3.447, 2.657, 1.379)  0.342
H (-2.868, -1.518, -0.287)  0.683
H (0.623, -1.695, 1.517)  0.416
H (-2.670, -0.690, 2.995)  0.351
H (3.386, 3.638, -0.102)  0.431
H (-4.105, 0.255, 3.431)  0.418
H (1.916, -0.084, 2.518)  0.465
H (-2.873, 2.342, 2.654)  0.396
H (-1.853, 3.595, -1.815)  0.399
H (3.750, 1.900, -0.210)  0.320
H (1.824, -5.828, -2.571)  0.259
H (-0.744, 2.141, 1.831)  0.257
H (1.596, 1.669, 2.557)  0.670
H (-2.642, 2.139, -0.004)  0.427
H (-0.788, 2.610, -3.817)  0.405
H (2.123, -5.420, -0.863)  0.327

3.
Formula: C19H22ClN3O2
Source: OMol25
Level of theory: ωB97M-V/def2-TZVPD

## Properties
- Relative energy (zero: lowest compared OMol25 entry of this formula, charge and spin): 36.9 kJ/mol
- SMILES string: NC(=O)N[C@@H](CC(=O)NCCCc1ccccc1)c1ccc(Cl)cc1
- E_tot: -1512.23499 Eh
- Charge: 0
- Frontier orbital gap: 9.30 eV

Last column: Mulliken charge in e.
Geometry (Å):
Cl (-6.387, 3.471, 0.276)  -0.215
O (-0.961, -3.202, 0.634)  -0.707
O (0.233, 0.629, -2.018)  -0.685
N (0.624, -1.226, -0.777)  0.049
N (-2.909, -2.182, 0.077)  -0.132
N (-2.861, -4.430, 0.549)  -0.438
C (5.200, 3.045, -0.604)  -0.413
C (3.854, 2.112, 1.146)  -0.256
C (4.359, 3.215, 0.482)  -0.650
C (4.179, 0.825, 0.737)  0.546
C (-2.163, -3.258, 0.440)  0.413
C (-0.154, -0.393, -1.489)  0.507
C (-3.136, 1.238, 0.822)  -0.215
C (-5.401, 1.192, -0.773)  -0.909
C (-1.602, -0.876, -1.592)  -0.866
C (5.533, 1.767, -1.019)  -0.584
C (-4.453, 0.191, -0.878)  -0.371
C (5.025, 0.666, -0.353)  -0.230
C (1.994, -0.921, -0.439)  -1.028
C (2.135, -0.593, 1.048)  -0.134
C (3.597, -0.365, 1.447)  -1.330
C (-3.314, 0.198, -0.079)  -0.107
C (-4.073, 2.250, 0.934)  -0.880
C (-2.288, -0.897, -0.203)  0.305
C (-5.206, 2.219, 0.137)  0.388
H (4.096, 4.209, 0.812)  0.371
H (5.288, -0.329, -0.683)  0.327
H (-1.597, -1.885, -2.008)  0.382
H (-2.253, 1.263, 1.442)  0.382
H (1.552, 0.304, 1.267)  0.251
H (-3.860, -2.314, -0.224)  0.285
H (5.595, 3.905, -1.124)  0.373
H (4.176, -1.259, 1.210)  0.415
H (-4.601, -0.597, -1.603)  0.377
H (2.298, -0.067, -1.049)  0.492
H (-2.369, -5.197, 0.976)  0.275
H (-3.927, 3.058, 1.633)  0.421
H (-2.132, -0.214, -2.275)  0.359
H (3.644, -0.205, 2.526)  0.404
H (0.199, -2.018, -0.300)  0.350
H (3.199, 2.250, 1.996)  0.386
H (-3.861, -4.423, 0.648)  0.179
H (-1.523, -0.763, 0.570)  0.581
H (-6.282, 1.182, -1.395)  0.401
H (2.621, -1.783, -0.690)  0.207
H (6.190, 1.628, -1.866)  0.371
H (1.723, -1.421, 1.631)  0.354

4.
Formula: C19H22ClN3O2S
Source: OMol25
Level of theory: ωB97M-V/def2-TZVPD

## Properties
- Relative energy (zero: lowest compared OMol25 entry of this formula, charge and spin): 128.4 kJ/mol
- SMILES string: O=C(NCCN1CCOCC1)c1cccnc1SCc1ccccc1Cl
- E_tot: -1910.35913 Eh
- Charge: 0
- Frontier orbital gap: 9.22 eV

Last column: Mulliken charge in e.
Geometry (Å):
Cl (4.368, 0.655, -1.407)  -0.222
S (-0.129, -0.161, -0.973)  0.150
O (-1.972, -3.921, -0.032)  -0.669
O (-3.274, 3.438, 0.137)  -0.443
N (-2.237, -1.748, 0.523)  -0.064
N (-3.499, 0.636, -0.258)  0.572
N (2.002, -1.410, -0.133)  -0.179
C (1.993, 2.403, 1.979)  -0.880
C (3.373, 2.319, 2.058)  -0.396
C (4.090, 1.776, 1.008)  -0.671
C (-0.012, -2.632, 0.284)  0.467
C (-1.494, -2.831, 0.215)  0.604
C (0.752, -3.671, 0.803)  -0.561
C (1.340, 1.937, 0.854)  0.428
C (2.038, 1.381, -0.212)  -0.121
C (-4.234, 1.309, 0.799)  -0.617
C (-2.601, 2.791, -0.917)  0.129
C (2.132, -3.556, 0.875)  -0.825
C (3.425, 1.313, -0.116)  0.807
C (-3.460, 2.559, 1.219)  -0.600
C (1.306, 0.879, -1.415)  -1.203
C (-4.072, -0.645, -0.633)  -0.744
C (2.707, -2.391, 0.397)  -0.277
C (-3.672, -1.726, 0.375)  -1.107
C (0.687, -1.515, -0.196)  0.029
C (-3.347, 1.542, -1.384)  -1.025
H (1.427, 2.830, 2.792)  0.403
H (1.954, 0.285, -2.056)  0.598
H (-4.325, 1.839, -1.801)  0.331
H (-5.170, -0.605, -0.717)  0.325
H (-1.592, 2.497, -0.590)  -0.294
H (-1.814, -0.838, 0.625)  0.040
H (-2.763, 1.045, -2.160)  0.526
H (-2.523, 3.521, -1.724)  0.392
H (3.776, -2.225, 0.423)  0.381
H (0.871, 1.702, -1.985)  0.467
H (-2.483, 2.254, 1.625)  0.159
H (0.242, -4.559, 1.144)  0.479
H (-3.662, -0.919, -1.607)  0.434
H (-5.244, 1.604, 0.461)  0.314
H (-4.009, 3.118, 1.978)  0.384
H (5.166, 1.707, 1.055)  0.431
H (-4.135, -1.539, 1.349)  0.325
H (-3.983, -2.711, 0.022)  0.513
H (2.738, -4.348, 1.283)  0.410
H (0.263, 1.995, 0.794)  0.101
H (3.893, 2.675, 2.934)  0.377
H (-4.333, 0.643, 1.657)  0.322